(1)
The following is a DFT calculation (ωB97M-V with the def2-TZVPD basis set) of a molecular structure, C42H35Cl5N2O4P2SW.

Calculated values
Spin multiplicity: 3
Total charge: +2
Lowest unoccupied orbital energy (spin up / spin down): -5.516 / -6.594 eV
Gap between HOMO and LUMO (spin up / spin down): 8.36 / 7.40 eV

Last column: Mulliken charge in e.
Atoms and positions in Å:
W 0.4496 0.9800 0.1367  1.207
Cl 3.0366 -1.2845 1.7910  -0.049
C 2.3524 0.0239 2.6938  1.157
C 1.4118 0.8258 2.0646  -1.528
C 0.9522 1.9042 2.7823  1.082
Cl -0.1327 2.9299 1.8223  -0.162
C 1.2825 2.2042 4.0882  -0.020
Cl 0.6087 3.5537 4.8853  -0.136
C 2.1862 1.3412 4.7146  0.530
Cl 2.6202 1.6140 6.3414  -0.129
C 2.7387 0.2611 4.0093  0.051
Cl 3.8789 -0.7638 4.7636  -0.117
C -1.3707 -3.2443 0.0281  -1.353
N -0.6553 -1.9674 0.1861  0.905
P -0.9379 -0.8028 1.3907  -0.114
C -2.7134 -0.5921 1.6586  0.762
C -3.4403 -1.7092 2.0839  -0.576
C -4.7921 -1.5962 2.3584  -0.893
C -5.4215 -0.3621 2.2492  -0.557
C -4.6973 0.7576 1.8686  -0.926
C -3.3479 0.6464 1.5658  -0.011
C -0.4100 -1.4852 2.9700  1.131
C 0.3666 -2.6329 3.0700  -0.468
C 0.7914 -3.0720 4.3163  -0.792
C 0.4561 -2.3562 5.4566  -0.749
C -0.3251 -1.2093 5.3597  -0.731
C -0.7689 -0.7790 4.1214  -1.110
P 0.2434 -1.2434 -1.0486  1.104
C 1.6677 -2.2834 -1.4094  1.787
C 1.8836 -3.4652 -0.7063  -0.676
C 2.9865 -4.2533 -0.9970  -0.800
C 3.8807 -3.8636 -1.9843  -0.832
C 3.6766 -2.6793 -2.6811  -1.094
C 2.5766 -1.8883 -2.3936  -0.889
C -0.8422 -1.2847 -2.5027  1.043
C -0.3641 -1.4421 -3.8031  -0.793
C -1.2451 -1.4455 -4.8746  -0.859
C -2.6078 -1.3092 -4.6589  -0.751
C -3.0941 -1.1729 -3.3646  -0.906
C -2.2196 -1.1536 -2.2914  -0.505
H -1.1673 -3.9030 0.8727  0.416
H -1.0327 -3.7300 -0.8857  0.515
H -2.4452 -3.0817 -0.0495  0.343
H -2.9479 -2.6633 2.2294  0.409
H -5.3501 -2.4658 2.6785  0.471
H -6.4751 -0.2721 2.4787  0.442
H -5.1812 1.7239 1.8128  0.478
H -2.7933 1.5249 1.2738  0.362
H 0.6529 -3.1779 2.1797  0.131
H 1.3894 -3.9702 4.3951  0.492
H 0.7949 -2.6959 6.4264  0.437
H -0.5984 -0.6607 6.2518  0.513
H -1.4017 0.0997 4.0499  0.518
H 1.1956 -3.7751 0.0693  0.007
H 3.1460 -5.1744 -0.4527  0.512
H 4.7392 -4.4817 -2.2106  0.426
H 4.3757 -2.3716 -3.4475  0.486
H 2.4376 -0.9543 -2.9261  0.651
H 0.6872 -1.5843 -3.9959  0.395
H -0.8627 -1.5701 -5.8786  0.495
H -3.2925 -1.3263 -5.4965  0.441
H -4.1594 -1.0939 -3.1898  0.521
H -2.6145 -1.0468 -1.2887  0.252
O -1.5007 1.1490 -0.6318  0.029
C -1.1752 1.9803 -1.5572  0.613
N 0.1255 2.2220 -1.6389  -0.154
S 0.4252 3.4977 -2.7141  1.071
O 1.2566 3.0286 -3.7683  -0.675
O 0.8087 4.6337 -1.9356  -0.686
C -1.2802 3.6099 -3.2007  0.237
C -1.8399 4.4478 -4.1364  -0.826
C -3.2191 4.3591 -4.3168  -0.647
C -3.9918 3.4648 -3.5814  -0.913
C -3.4123 2.6270 -2.6385  -0.299
C -2.0421 2.7121 -2.4626  -0.372
H -1.2417 5.1463 -4.7058  0.531
H -3.6991 5.0019 -5.0423  0.445
H -5.0594 3.4255 -3.7492  0.462
H -4.0039 1.9276 -2.0622  0.659
C 4.3756 3.0466 -0.1131  -0.748
C 4.7631 1.5662 -0.1313  -0.540
C 3.5745 0.9391 -0.8147  0.149
O 2.4275 1.6992 -0.2904  0.030
C 2.8964 3.0088 0.2203  -0.109
H 4.5450 3.5068 -1.0861  0.310
H 4.9251 3.6139 0.6353  0.425
H 4.8747 1.1719 0.8807  0.151
H 5.6834 1.3762 -0.6804  0.479
H 3.4091 -0.1070 -0.5853  -0.305
H 3.5948 1.1062 -1.8929  0.308
H 2.7283 3.0093 1.2967  0.135
H 2.2945 3.7800 -0.2548  0.296

=====

(2)
The following is a DFT calculation (ωB97M-V with the def2-TZVPD basis set) of 2 unconnected molecules or ions with the total composition C3H11NOS at a distorted geometry.

Calculated values
Spin multiplicity: 1
Relative energy (zero: lowest compared OMol25 entry of this formula, charge and spin): 8.7 kcal per mole
Total charge: 0
Lowest unoccupied orbital energy: 0.787 eV
SMILES: C[C@H](N)CS.O
Gap between HOMO and LUMO: 9.72 eV

Last column: Mulliken charge in e.
Atoms and positions in Å:
C 0.1228 -2.1225 0.0350  -1.322
C 0.2785 -0.6257 -0.2030  0.314
C -0.5283 -0.1367 -1.4233  -0.908
S -0.2035 1.5300 -2.0006  -0.210
N 0.0387 0.2035 0.9711  -0.620
H 0.6991 -2.8334 -0.5591  0.395
H 0.7071 -2.2980 0.9512  0.366
H -0.9081 -2.4096 0.2626  0.317
H 1.2894 -0.4512 -0.5954  0.183
H -1.5843 -0.1877 -1.0867  0.346
H -0.4270 -0.8496 -2.2359  0.387
H -0.4356 2.1552 -0.8264  0.126
H 0.6450 -0.2091 1.6796  0.264
H -0.9004 0.1137 1.3486  0.255
H 0.8706 3.3243 1.1268  0.332
H 0.2578 1.9170 1.1713  0.480
O 0.0784 2.8797 1.3842  -0.704

=====

(3)
The following is a DFT calculation (ωB97M-V with the def2-TZVPD basis set) of a molecular structure, C17H40O9P2Rh at a distorted geometry.

Calculated values
Spin multiplicity: 5
Relative energy (zero: lowest compared OMol25 entry of this formula, charge and spin): 85.6 kcal per mole
Total charge: +1
Lowest unoccupied orbital energy (spin up / spin down): -1.749 / -3.644 eV
Gap between HOMO and LUMO (spin up / spin down): 8.38 / 7.54 eV

Last column: Mulliken charge in e.
Atoms and positions in Å:
Rh 1.0284 1.9517 -0.8609  1.306
C 2.8981 4.3809 -1.6669  -0.804
O 1.6594 4.0705 -0.9976  -0.246
C 0.6736 5.0344 -1.3871  -0.543
C -0.6361 4.6186 -0.7338  -0.592
O -0.7836 3.2120 -0.9620  -0.158
C -1.9694 2.7252 -0.2840  -0.686
H 3.2216 5.3880 -1.3944  0.327
H 2.7694 4.3042 -2.7492  0.351
H 3.6495 3.6738 -1.3531  0.301
H 0.5697 5.0155 -2.4762  0.399
H 0.9744 6.0282 -1.0501  0.398
H -1.4782 5.1539 -1.1754  0.286
H -0.5905 4.8010 0.3443  0.355
H -2.8732 3.2321 -0.6347  0.322
H -1.8566 2.8700 0.7818  0.353
H -1.9866 1.6228 -0.5513  0.092
C -2.5560 -0.2816 -2.8505  -1.002
C -3.2801 -0.9966 -1.7239  0.435
C -3.3364 -2.4967 -1.9451  -1.267
O -2.7658 -0.7271 -0.3879  -0.408
P -1.2946 -0.3205 -0.0045  0.354
O -0.7089 0.7948 -0.7729  -0.197
C -0.2697 -1.8057 -0.0898  -0.081
P 1.4743 -1.3012 0.0747  0.237
O 1.7377 -0.0951 -0.7321  -0.524
O 1.7297 -1.1026 1.6100  -0.180
C 1.7370 -2.2252 2.5330  0.802
C 3.1630 -2.4526 2.9899  -1.552
C 0.8257 -1.8831 3.6943  -1.221
O 2.3614 -2.5598 -0.2613  -0.378
C 2.5611 -3.1581 -1.5676  0.438
C 1.7192 -4.4188 -1.6649  -1.185
C 2.3365 -2.2304 -2.7475  -1.218
O -1.4178 -0.1618 1.5649  -0.152
C -1.9331 0.9643 2.3137  0.569
C -0.7616 1.7752 2.8328  -0.921
C -2.7740 0.4073 3.4450  -1.628
H -3.0550 -0.4770 -3.7985  0.498
H -1.5178 -0.6119 -2.9396  0.105
H -2.5476 0.7965 -2.6882  0.235
H -4.3073 -0.6294 -1.7121  0.382
H -2.3365 -2.9310 -2.0181  0.178
H -3.8737 -2.7296 -2.8634  0.428
H -3.8394 -2.9890 -1.1121  0.352
H -0.3834 -2.2413 -1.0845  -0.234
H -0.5814 -2.5378 0.6548  0.599
H 1.3661 -3.1291 2.0416  0.299
H 3.5628 -1.5553 3.4649  0.334
H 3.8082 -2.6761 2.1394  0.355
H 3.2199 -3.2807 3.6961  0.412
H 1.1319 -0.9466 4.1642  0.265
H 0.8339 -2.6743 4.4432  0.476
H -0.2015 -1.7458 3.3496  0.126
H 3.6086 -3.4623 -1.5870  0.364
H 0.6503 -4.1898 -1.6619  0.134
H 1.9067 -5.0706 -0.8105  0.327
H 1.9477 -4.9680 -2.5774  0.448
H 1.3033 -1.8772 -2.7992  0.149
H 2.5628 -2.7490 -3.6785  0.488
H 2.9814 -1.3547 -2.6818  0.312
H -2.5651 1.5755 1.6844  0.403
H -0.1073 1.1561 3.4473  0.145
H -1.1053 2.6230 3.4260  0.440
H -0.1506 2.1538 2.0072  0.104
H -2.1805 -0.2475 4.0859  0.287
H -3.5935 -0.1943 3.0489  0.402
H -3.1924 1.2093 4.0521  0.436
O 2.8375 1.9462 -0.8525  -0.630

=====

(4)
The following is a DFT calculation (ωB97M-V with the def2-TZVPD basis set) of a gas-phase ion, C7H14N3O2 (charge +1) at a distorted geometry.

Calculated values
Spin multiplicity: 1
Relative energy (zero: lowest compared OMol25 entry of this formula, charge and spin): 73.4 kcal per mole
Total charge: +1
Lowest unoccupied orbital energy: -3.269 eV
SMILES: C[N@H+]1CCO[C@]12N=NC(C)(C)O2
Gap between HOMO and LUMO: 10.60 eV

Last column: Mulliken charge in e.
Atoms and positions in Å:
C -1.9582 1.7095 -0.5637  -0.348
C -1.5851 2.3946 0.7299  -0.562
C 1.4474 -0.8923 0.8673  1.028
C 0.0110 0.8627 0.2827  0.757
C 1.6103 -1.1462 2.3840  -1.360
C 1.7345 -2.2111 0.1128  -1.325
C -0.6258 0.1972 -2.0425  -0.935
N 2.1228 0.1480 0.3799  -0.191
N 1.4898 1.1180 0.0621  -0.415
N -0.5787 1.2285 -1.0848  0.090
O -0.4236 1.7342 1.2503  -0.399
O 0.0205 -0.4833 0.5984  -0.469
H -2.6065 0.8769 -0.3718  0.367
H -2.3771 2.5150 -1.1895  0.336
H -1.4460 3.5115 0.5723  0.338
H -2.3144 2.2752 1.4493  0.366
H 1.5599 -0.1696 2.9885  0.323
H 2.6017 -1.5444 2.5380  0.417
H 0.8947 -2.0129 2.7479  0.327
H 1.2751 -2.4596 -0.7621  0.413
H 1.4425 -2.9562 0.9423  0.325
H 2.8252 -2.1634 0.0868  0.393
H -1.1710 -0.7001 -1.7019  0.336
H -1.2165 0.4628 -2.8928  0.369
H 0.3828 0.0289 -2.2306  0.405
H 0.1217 1.9317 -1.2942  0.416

=====

(5)
The following is a DFT calculation (ωB97M-V with the def2-TZVPD basis set) of C5H8N2O2 in the gas phase at a distorted geometry.

Calculated values
Spin multiplicity: 1
Relative energy (zero: lowest compared OMol25 entry of this formula, charge and spin): 70.7 kcal per mole
Total charge: 0
Lowest unoccupied orbital energy: -0.217 eV
SMILES: CC(=O)/C=N\N(C)C=O
Gap between HOMO and LUMO: 9.35 eV

Last column: Mulliken charge in e.
Atoms and positions in Å:
C 1.2153 -1.1384 0.4444  -0.990
C 2.9729 0.4281 -0.3823  0.090
C -0.4905 1.1438 -0.1628  -0.152
C -1.4423 -0.0324 -0.3641  0.731
C -2.8555 0.0635 0.2778  -1.083
H 0.4282 -0.9031 1.2130  0.325
H 2.0427 -1.6532 0.8155  0.397
H 0.7307 -1.7430 -0.3300  0.281
H 3.1404 1.5125 -0.6451  0.352
H -1.0666 2.0992 -0.2106  0.323
H -2.8867 0.2643 1.3518  0.322
H -3.3766 0.8466 -0.3550  0.297
H -3.3311 -0.8633 -0.0175  0.341
N 1.6334 0.1201 -0.1217  0.393
N 0.7733 1.2329 -0.1821  -0.585
O 3.8453 -0.3448 -0.2358  -0.486
O -1.3330 -1.0328 -1.0958  -0.557

=====

(6)
The following is a DFT calculation (ωB97M-V with the def2-TZVPD basis set) of C3H7N3OS in the gas phase at a distorted geometry.

Calculated values
Spin multiplicity: 1
Relative energy (zero: lowest compared OMol25 entry of this formula, charge and spin): 32.3 kcal per mole
Total charge: 0
Lowest unoccupied orbital energy: 0.589 eV
SMILES: CN/C(=N/S)NC=O
Gap between HOMO and LUMO: 9.00 eV

Last column: Mulliken charge in e.
Atoms and positions in Å:
C 2.0629 -0.4235 0.5188  -0.844
C -0.2846 -0.6394 -0.1796  0.413
C -1.0184 1.7031 -0.2256  -0.119
H 2.2570 0.5779 0.1275  0.255
H 2.9499 -1.0155 0.4126  0.374
H 1.7841 -0.4196 1.5715  0.311
H 1.0278 -2.1028 -0.0842  0.326
H 0.3988 0.8220 -1.4236  0.352
H -0.9203 2.6042 -0.7771  0.437
H -3.0922 0.2062 0.0510  0.142
N 1.0237 -1.1144 -0.3242  -0.340
N -0.3495 0.6464 -0.7740  -0.114
N -1.2290 -1.3835 0.3304  -0.497
O -1.7021 1.6704 0.7924  -0.552
S -2.9080 -1.1315 -0.0160  -0.143